# 1
ORCA calculation (the ωB97M-V functional and the def2-TZVPD basis) on a single C3H6O2 molecule at a distorted geometry.

Last column: Mulliken charge in e.
Cartesian coordinates (Å):
C  -0.935  0.724  -0.503  -0.90
C  0.576  0.603  -0.352  -0.22
O  0.993  -0.813  -0.174  -0.30
C  0.427  -1.449  0.897  0.18
O  -0.140  -0.992  1.870  -0.48
H  -0.925  1.785  -0.943  0.28
H  -1.260  -0.014  -1.325  0.26
H  -1.566  0.716  0.370  0.33
H  1.138  0.921  -1.292  0.27
H  0.971  1.070  0.632  0.27
H  0.721  -2.552  0.821  0.31

Frontier orbital gap, eV: 11.6405
Largest force on an atom, eV Å⁻¹: 3.33
Energy relative to the best compared isomer or geometry (same formula, charge and spin), kcal/mol: 26.34
SMILES: CCOC=O

# 2
ORCA calculation (the ωB97M-V functional and the def2-TZVPD basis) on 9 unconnected molecules or ions with the total composition C41H96N4O5 at a distorted geometry.

Last column: Mulliken charge in e.
Cartesian coordinates (Å):
C  -16.327  -10.364  -32.951  -1.31
C  -14.879  -10.252  -32.696  -0.47
N  -14.330  -11.269  -31.795  0.18
C  -14.795  -11.084  -30.418  -0.64
C  -14.181  -9.930  -29.699  -1.02
C  -12.918  -11.611  -32.014  -0.45
C  -12.587  -12.946  -31.284  -1.29
H  -16.810  -9.957  -32.063  0.27
H  -16.593  -11.409  -33.107  0.32
H  -16.807  -9.845  -33.781  0.40
H  -14.411  -10.260  -33.680  0.44
H  -14.662  -9.249  -32.326  0.24
H  -15.870  -10.899  -30.420  0.29
H  -14.551  -11.998  -29.877  0.35
H  -14.549  -8.979  -30.086  0.28
H  -14.437  -9.917  -28.640  0.41
H  -13.096  -9.955  -29.802  0.23
H  -12.236  -10.883  -31.575  0.27
H  -12.736  -11.816  -33.069  0.43
H  -11.678  -13.293  -31.775  0.41
H  -13.367  -13.660  -31.550  0.34
H  -12.515  -12.854  -30.200  0.30
C  -13.015  -10.274  -19.539  -1.24
C  -12.996  -10.892  -20.992  -0.38
N  -12.024  -10.133  -21.888  0.03
C  -12.568  -8.845  -22.327  -0.27
C  -11.534  -7.981  -23.045  -1.33
C  -11.697  -11.007  -23.124  -0.56
C  -10.551  -12.005  -22.817  -1.12
H  -13.459  -9.278  -19.537  0.29
H  -11.977  -10.155  -19.226  0.33
H  -13.451  -10.945  -18.799  0.40
H  -12.609  -11.908  -20.910  0.34
H  -14.027  -10.899  -21.344  0.29
H  -13.408  -9.048  -22.991  0.31
H  -12.847  -8.222  -21.477  0.30
H  -11.890  -7.006  -23.379  0.41
H  -10.621  -7.869  -22.461  0.31
H  -11.303  -8.439  -24.007  0.30
H  -11.279  -10.388  -23.918  0.29
H  -12.535  -11.437  -23.672  0.35
H  -10.326  -12.427  -23.797  0.39
H  -10.916  -12.714  -22.073  0.30
H  -9.609  -11.502  -22.603  0.27
C  -11.751  1.443  -28.229  -1.31
C  -11.664  2.409  -29.372  -0.35
N  -11.883  1.857  -30.722  0.12
C  -12.240  2.773  -31.791  -0.41
C  -13.375  3.776  -31.386  -1.32
C  -11.088  0.688  -31.136  -0.94
C  -9.517  0.823  -31.035  -0.93
H  -11.297  1.754  -27.288  0.36
H  -11.193  0.517  -28.367  0.28
H  -12.802  1.197  -28.082  0.32
H  -12.294  3.267  -29.137  0.30
H  -10.709  2.933  -29.363  0.37
H  -11.392  3.421  -32.015  0.28
H  -12.447  2.261  -32.731  0.43
H  -14.231  3.203  -31.030  0.34
H  -13.148  4.590  -30.697  0.34
H  -13.763  4.196  -32.314  0.40
H  -11.405  0.521  -32.166  0.45
H  -11.409  -0.211  -30.612  0.40
H  -8.999  -0.054  -31.422  0.38
H  -9.416  0.964  -29.959  0.24
H  -9.173  1.694  -31.594  0.26
C  -2.757  -16.566  -27.590  -1.10
C  -2.138  -15.127  -27.571  -0.62
N  -2.194  -14.469  -28.882  -0.05
C  -1.394  -15.246  -29.877  -0.29
C  -1.383  -14.510  -31.173  -1.49
C  -3.591  -14.221  -29.278  -0.40
C  -4.489  -13.471  -28.242  -1.45
H  -2.241  -17.259  -28.254  0.28
H  -3.795  -16.563  -27.923  0.29
H  -2.804  -17.055  -26.617  0.42
H  -2.526  -14.537  -26.741  0.34
H  -1.122  -15.320  -27.228  0.34
H  -1.832  -16.242  -29.930  0.33
H  -0.344  -15.380  -29.618  0.37
H  -1.230  -13.431  -31.185  0.35
H  -2.314  -14.677  -31.714  0.35
H  -0.734  -15.099  -31.822  0.41
H  -3.498  -13.493  -30.084  0.46
H  -4.109  -15.054  -29.752  0.34
H  -5.194  -12.769  -28.686  0.42
H  -5.125  -14.128  -27.648  0.31
H  -4.012  -12.756  -27.572  0.39
C  -0.725  0.278  -30.455  -0.52
C  -1.294  -1.086  -29.992  -0.56
C  -2.789  -0.897  -29.690  -0.34
O  -3.106  0.155  -30.606  -0.41
C  -1.967  1.068  -30.838  -0.35
H  0.047  0.280  -31.225  0.29
H  -0.250  0.876  -29.677  0.26
H  -0.753  -1.752  -29.320  0.41
H  -1.425  -1.614  -30.937  0.19
H  -2.889  -0.473  -28.690  0.23
H  -3.428  -1.763  -29.859  0.28
H  -1.973  1.994  -30.263  0.24
H  -2.025  1.340  -31.892  0.27
C  -4.978  3.807  -23.673  -0.48
C  -6.301  3.480  -23.026  -0.52
C  -6.347  1.994  -23.123  -0.45
O  -5.810  1.809  -24.478  -0.38
C  -4.637  2.591  -24.502  -0.44
H  -4.222  3.942  -22.899  0.25
H  -4.969  4.697  -24.302  0.29
H  -7.086  3.951  -23.619  0.23
H  -6.474  3.929  -22.048  0.36
H  -7.398  1.735  -22.998  0.32
H  -5.855  1.425  -22.333  0.27
H  -4.331  2.920  -25.495  0.29
H  -3.804  2.035  -24.072  0.28
C  -7.280  -6.050  -28.131  -0.51
C  -6.685  -5.653  -26.829  -0.51
C  -7.378  -4.379  -26.380  -0.34
O  -8.699  -4.629  -26.973  -0.43
C  -8.643  -5.526  -28.092  -0.32
H  -7.331  -7.108  -28.388  0.30
H  -6.624  -5.614  -28.885  0.24
H  -5.616  -5.445  -26.845  0.34
H  -7.033  -6.360  -26.076  0.24
H  -6.902  -3.483  -26.779  0.27
H  -7.550  -4.336  -25.304  0.24
H  -8.893  -4.983  -29.004  0.23
H  -9.331  -6.364  -27.978  0.25
C  3.225  -4.531  -24.852  -0.60
C  2.041  -3.567  -24.466  -0.54
C  0.901  -4.544  -24.531  -0.38
O  1.133  -5.216  -25.785  -0.39
C  2.588  -5.482  -25.918  -0.37
H  3.517  -5.008  -23.916  0.27
H  4.174  -4.090  -25.156  0.37
H  1.925  -2.684  -25.095  0.28
H  2.167  -3.246  -23.432  0.30
H  -0.106  -4.139  -24.626  0.29
H  0.971  -5.214  -23.674  0.25
H  2.865  -5.294  -26.955  0.28
H  2.879  -6.508  -25.690  0.24
C  -2.066  -7.869  -30.824  -0.42
O  -0.891  -8.575  -30.963  -0.51
H  -2.013  -7.155  -30.002  0.18
H  -2.317  -7.477  -31.810  0.27
H  -2.809  -8.632  -30.593  0.17
H  -0.255  -8.135  -31.531  0.30

Frontier orbital gap, eV: 7.9730
Largest force on an atom, eV Å⁻¹: 2.89
SMILES: CCN(CC)CC.CCN(CC)CC.CCN(CC)CC.CCN(CC)CC.C1CCOC1.C1CCOC1.C1CCOC1.C1CCOC1.CO

# 3
ORCA calculation (the ωB97M-V functional and the def2-TZVPD basis) on a molecular structure, C27H20F6InN7OP.

Last column: Mulliken charge in e.
Cartesian coordinates (Å):
In  0.451  -1.385  0.995  1.78
C  -2.055  0.704  4.012  -0.88
C  -1.255  0.658  5.144  -0.67
C  0.035  0.150  5.047  -0.76
C  0.494  -0.306  3.827  0.63
N  -0.298  -0.277  2.730  0.03
C  -1.542  0.221  2.827  0.04
C  1.874  -0.840  3.625  0.84
C  2.868  -0.861  4.587  -0.98
C  4.108  -1.383  4.238  -0.92
C  4.340  -1.848  2.950  -0.93
C  3.306  -1.783  2.032  0.83
N  2.116  -1.300  2.395  0.19
C  3.401  -2.187  0.597  0.69
C  4.576  -2.622  0.013  -0.99
C  4.586  -2.931  -1.340  -0.48
C  3.417  -2.796  -2.076  -1.07
C  2.279  -2.364  -1.426  0.05
N  2.264  -2.069  -0.119  -0.03
H  -3.060  1.099  4.047  0.46
H  -1.628  1.013  6.096  0.51
H  0.668  0.116  5.922  0.49
H  -2.134  0.225  1.920  0.47
H  2.701  -0.482  5.584  0.47
H  4.901  -1.420  4.974  0.49
H  5.308  -2.247  2.686  0.48
H  5.483  -2.714  0.593  0.45
H  5.499  -3.268  -1.814  0.50
H  3.390  -3.017  -3.134  0.44
H  1.341  -2.244  -1.956  0.56
F  -0.591  -2.949  0.170  -0.68
P  -0.701  -4.259  3.522  1.06
F  -0.810  -5.421  2.505  -0.17
F  0.298  -4.265  4.679  -0.19
F  -1.837  -4.845  4.397  -0.30
F  0.490  -3.642  2.565  -0.35
F  -1.518  -2.975  3.221  -0.09
N  -3.042  2.662  -4.130  0.03
C  -3.183  3.877  -4.806  0.55
C  -3.993  4.299  -5.817  -0.74
C  -3.777  5.642  -6.274  -0.35
C  -2.766  6.470  -5.769  -0.61
C  -1.942  6.026  -4.764  -0.55
C  -2.146  4.687  -4.278  0.81
N  -1.433  4.020  -3.364  -0.48
C  -1.999  2.807  -3.298  -0.14
C  -1.486  1.786  -2.360  1.05
C  -2.021  0.507  -2.231  -0.73
C  -1.474  -0.369  -1.313  -0.68
N  -0.435  -0.033  -0.529  -0.06
C  0.083  1.207  -0.654  -0.50
C  -0.405  2.133  -1.551  -0.63
H  -3.628  1.851  -4.255  0.22
H  -4.755  3.684  -6.277  0.45
H  -4.447  6.027  -7.033  0.44
H  -2.653  7.469  -6.164  0.45
H  -1.172  6.649  -4.329  0.48
H  -2.862  0.167  -2.821  0.37
H  -1.871  -1.365  -1.183  0.64
H  0.915  1.464  -0.009  0.57
H  0.041  3.115  -1.622  0.59
O  -1.126  -5.556  -0.280  0.25
N  -1.192  -4.715  -0.923  0.62

Frontier orbital gap (alpha / beta), eV: 5.3243 / 5.5573
2S+1: 2
Charge: +4
⟨S²⟩: 0.7704
Largest force on an atom, eV Å⁻¹: 0.60
Energy relative to the best compared isomer or geometry (same formula, charge and spin), kcal/mol: 0.00

- Among the records above, which one has the lowest largest force on an atom?
  C27H20F6InN7OP

- largest force on an atom of number 2 (C41H96N4O5)?
  2.89 eV Å⁻¹

- The highest largest force on an atom belongs to which entry?
  C3H6O2

- What is the formula in the third record?
  C27H20F6InN7OP